# 1
Density functional theory data (the ωB97M-V functional and the def2-TZVPD basis) for a molecular structure, C2H3Cl2P at a distorted geometry.

Positions of all 8 atoms, in Å:
C -1.2297 0.2870 0.5125
C -0.6185 0.2605 -0.6021
P 1.7959 0.0313 -0.8940
Cl 1.8233 -1.9699 -0.6400
Cl 2.1510 0.6480 0.9770
H -2.2926 0.3836 0.6759
H -0.8407 0.2432 1.5659
H -0.7888 0.1163 -1.5952

Kohn-Sham gap in eV: 8.818
Largest force on an atom in hartree/bohr: 0.0967
ΔE to the lowest compared entry with this formula, charge and spin in kJ/mol: 176.75
Total energy in eV: -36454.730

Atom-resolved charges from Löwdin, all expressed in e:
1 C -0.129
2 C -0.205
3 P 0.080
4 Cl 0.071
5 Cl 0.087
6 H 0.052
7 H 0.065
8 H -0.021

=====

# 2
Density functional theory data (the ωB97M-V functional and the def2-TZVPD basis) for a molecular structure, C10H10BrCeNO2 at a distorted geometry.

Positions of all 25 atoms, in Å:
C 0.2175 0.3842 -2.0856
C 1.2921 1.0548 -1.4856
C 2.1043 0.0828 -0.8516
H 1.4507 2.1172 -1.4628
C 1.5364 -1.1829 -1.0838
C 0.3527 -1.0034 -1.8134
H -0.3216 -1.7838 -2.1193
H -0.5793 0.8416 -2.6440
H 2.9735 0.2811 -0.2538
H 1.9081 -2.1158 -0.7072
Ce 0.0503 0.1097 0.1870
Br 1.3049 1.8683 1.5582
C -1.6449 0.1249 1.7463
C -1.9561 -0.8318 0.7492
C -2.1352 -0.1434 -0.4587
H -1.9961 -1.8960 0.8911
C -1.9205 1.2396 -0.2171
C -1.6545 1.3985 1.1507
H -1.4287 2.3236 1.6441
H -1.3922 -0.0887 2.7675
H -2.3816 -0.5871 -1.4063
H -1.9635 2.0305 -0.9449
O 2.8000 -1.9111 2.8912
N 2.3041 -1.3932 1.9383
O 1.0796 -0.9198 2.0103

⟨S²⟩: 0.752
Kohn-Sham gap (alpha / beta) in eV: 5.688 / 7.195
Spin multiplicity: 2
Largest force on an atom in hartree/bohr: 0.1797
ΔE to the lowest compared entry with this formula, charge and spin in kJ/mol: 668.50
Total energy in eV: -99083.949
Net charge: -1

Results of the Löwdin charge analysis, in e, for atoms 1 through 8:
1 C -0.225
2 C -0.241
3 C -0.252
4 H 0.111
5 C -0.189
6 C -0.211
7 H 0.118
8 H 0.119

=====

# 3
Density functional theory data (the ωB97M-V functional and the def2-TZVPD basis) for a molecular structure, C47H42N2O2P2PtS2 at a distorted geometry.

Positions of all 98 atoms, in Å:
Pt 0.3102 -0.2354 0.1569
O -2.8194 0.1932 -0.5074
S -1.5189 0.7058 -0.8302
C -1.1531 0.7047 -2.5652
C -1.8576 1.5534 -3.4091
C -1.5913 1.4737 -4.7713
C -0.6517 0.5690 -5.2580
C 0.0363 -0.2850 -4.3989
C -0.2237 -0.2209 -3.0359
P 0.4320 -1.3839 -1.8367
C 2.0874 -1.8430 -2.1987
C 3.0118 -0.8948 -2.6774
C 4.3093 -1.2803 -2.9366
C 4.7025 -2.6022 -2.7059
C 3.7993 -3.5407 -2.2262
C 2.4922 -3.1674 -1.9580
C -0.6548 -2.7879 -1.7761
C -1.5002 -3.0733 -0.7014
C -2.3482 -4.1682 -0.7724
C -2.3582 -4.9669 -1.9068
C -1.5129 -4.6878 -2.9758
C -0.6583 -3.6031 -2.9205
C -1.3179 2.3892 -0.3787
C -2.4375 3.1525 -0.1071
C -2.2420 4.5242 0.0695
C -0.9746 5.0817 -0.0250
C 0.1444 4.2870 -0.2773
C -0.0258 2.9134 -0.4185
P 1.3591 1.8073 -0.5549
C 2.6872 2.4248 -1.5057
C 4.0017 2.4428 -0.9998
C 4.9984 3.0211 -1.7619
C 4.7070 3.5362 -3.0230
C 3.4104 3.5026 -3.5345
C 2.3972 2.9377 -2.7880
C 1.9404 1.3626 1.0679
C 2.6232 0.1063 1.0808
C 3.0751 -0.4245 2.2957
C 2.8794 0.2938 3.4620
C 2.2191 1.5273 3.4393
C 1.7196 2.0535 2.2594
H -2.5926 2.2537 -3.0320
H -2.1223 2.1221 -5.4559
H -0.4579 0.5191 -6.3219
H 0.7535 -0.9934 -4.7948
H 2.7040 0.1234 -2.8821
H 5.0214 -0.5691 -3.3336
H 5.7248 -2.8973 -2.9053
H 4.1112 -4.5644 -2.0683
H 1.7881 -3.8990 -1.5824
H -1.5196 -2.4493 0.1807
H -3.0046 -4.3968 0.0560
H -3.0349 -5.8093 -1.9670
H -1.5196 -5.3197 -3.8539
H -0.0092 -3.3944 -3.7630
H -3.4247 2.7086 -0.0667
H -3.0964 5.1601 0.2642
H -0.8462 6.1483 0.1074
H 1.1305 4.7329 -0.3260
H 4.2338 2.0532 -0.0190
H 6.0054 3.0856 -1.3716
H 5.5027 3.9692 -3.6162
H 3.2026 3.9205 -4.5104
H 1.3857 2.9070 -3.1806
H 2.9531 -0.3450 0.1450
H 3.6120 -1.3639 2.3175
H 3.2600 -0.0972 4.3962
H 2.1004 2.0848 4.3605
H 1.1876 2.9966 2.2625
C -0.8238 -1.5826 8.3080
C -1.3381 -1.5305 6.8722
C -0.2831 -0.9212 5.9642
N -0.7764 -0.7030 4.5757
C -0.3707 -1.1919 3.4302
S -1.1359 -0.4415 1.9939
N 0.4820 -2.1892 3.2531
C 1.3158 -2.9808 4.2257
O 2.4924 -2.7775 4.1396
C 0.6060 -3.9164 5.0771
C 1.3181 -4.4922 6.1379
C 0.6915 -5.4111 6.9566
C -0.6271 -5.7775 6.7000
C -1.3322 -5.2213 5.6370
C -0.7216 -4.2836 4.8253
H -1.5554 -2.0604 8.9558
H -0.6385 -0.5824 8.7015
H 0.1040 -2.1539 8.3759
H -2.2498 -0.9288 6.8177
H -1.5915 -2.5299 6.5199
H 0.6159 -1.5311 5.9281
H 0.0054 0.0672 6.3280
H -1.5150 -0.0158 4.5066
H 0.8113 -2.3067 2.3084
H 2.3510 -4.2151 6.3033
H 1.2234 -5.8462 7.7913
H -1.1082 -6.5122 7.3326
H -2.3524 -5.5252 5.4469
H -1.2636 -3.8676 3.9851

Kohn-Sham gap in eV: 4.471
Largest force on an atom in hartree/bohr: 0.0307
ΔE to the lowest compared entry with this formula, charge and spin in kJ/mol: 76.56
Total energy in eV: -99952.955
Net charge: +4

Results of the Löwdin charge analysis, in e, for atoms 1 through 8:
1 Pt 0.736
2 O -0.313
3 S 0.764
4 C -0.361
5 C -0.005
6 C 0.011
7 C 0.014
8 C -0.022

=====

Question: Look up the largest force on an atom of the first one.
Answer: 0.0967 hartree/bohr

=====

Question: The highest largest force on an atom belongs to which entry?
Answer: C10H10BrCeNO2

=====

Question: Which value of ΔE to the lowest compared entry with this formula, charge and spin does entry 1 give?
Answer: 176.75 kJ/mol

=====

Question: total energy of number 1 (C2H3Cl2P)?
Answer: -36454.730 eV